{
  "formula": "C29H25AsN4S2Sn",
  "method": "ωB97M-V/def2-TZVPD",
  "gap_ev": 8.012,
  "de_lowest_ev": 0.488,
  "homo_ev": -14.36,
  "e_tot_ev": -124762.8290,
  "lumo_ev": -6.3,
  "charge": 2,
  "largest_force_ev_per_a": 3.9,
  "species": ["Sn", "S", "C", "C", "C", "C", "C", "C", "As", "C", "C", "C", "C", "C", "C", "C", "C", "C", "C", "C", "C", "H", "H", "H", "H", "H", "H", "H", "H", "H", "H", "H", "H", "H", "H", "C", "C", "C", "N", "N", "C", "N", "S", "H", "H", "H", "H", "H", "H", "H", "N", "C", "C", "C", "C", "C", "C", "C", "H", "H", "H", "H"],
  "coordinates": [[1.39642, 0.34002, -0.75903], [2.14925, 2.36339, 0.15612], [1.06227, 2.56165, 1.58503], [1.34711, 3.74389, 2.34748], [0.67464, 3.91042, 3.57993], [-0.33231, 3.06188, 3.99421], [-0.58179, 1.94763, 3.23039], [0.07209, 1.69786, 2.07960], [-0.48960, 0.02439, 1.09273], [-2.38410, 0.05931, 0.58024], [-3.07189, -1.17189, 0.45387], [-4.43793, -1.21772, 0.14868], [-5.08606, -0.01481, -0.13004], [-4.41251, 1.21232, 0.03262], [-3.03090, 1.27508, 0.40769], [-0.38255, -1.56887, 2.21166], [0.65260, -2.45743, 2.22321], [0.65673, -3.53820, 3.13469], [-0.42880, -3.76010, 4.01476], [-1.43308, -2.81904, 4.03712], [-1.39025, -1.71132, 3.17562], [2.15257, 4.43624, 2.09238], [1.01105, 4.76775, 4.22407], [-0.86085, 3.24877, 4.90860], [-1.36216, 1.30210, 3.57130], [-2.59026, -2.06686, 0.63400], [-5.06011, -2.12385, 0.15150], [-6.14913, -0.01549, -0.19706], [-4.84478, 2.16828, -0.09086], [-2.53134, 2.18271, 0.44127], [1.49834, -2.27744, 1.60314], [1.51353, -4.17112, 3.16897], [-0.38723, -4.64436, 4.60519], [-2.16487, -2.86280, 4.81782], [-2.20864, -0.94853, 3.29895], [-1.04596, 3.79819, -2.57489], [0.10235, 3.05014, -3.13960], [-0.20634, 1.54630, -3.20511], [0.36433, 0.59430, -2.56224], [-0.16937, -0.62439, -2.70243], [-1.24209, -0.61957, -3.48372], [-2.13566, -1.63610, -3.50969], [-1.45963, 0.91063, -4.17600], [-0.97494, 3.78252, -1.43456], [-2.00455, 3.29149, -2.86064], [-1.03008, 4.83775, -2.99597], [1.02670, 3.12069, -2.52391], [0.45570, 3.33490, -4.13195], [-1.84476, -2.50687, -3.09872], [-2.77089, -1.77731, -4.29091], [7.44292, -3.58784, -2.88818], [6.36666, -3.24301, -2.62359], [5.12856, -2.55099, -2.27016], [3.93511, -2.63382, -2.96339], [2.80630, -1.82623, -2.49690], [2.97453, -0.94860, -1.44777], [4.19404, -0.81181, -0.80562], [5.29202, -1.57451, -1.24568], [3.81900, -3.32467, -3.71755], [1.84137, -1.84810, -3.04341], [4.36614, -0.20336, 0.06689], [6.20308, -1.48358, -0.70012]]
}